# 1
The following is a DFT calculation (wB97M-V/def2-TZVPD) of a structure of composition C27H44Cl18N3O2S2 at a distorted geometry.

- multiplicity = 2
- gap between HOMO and LUMO (eV) = 8.4
- <S²> = 0.75
- net charge = 0

Last column: Mulliken spin population.
Cartesian coordinates (Å):
C (4.42, -1.67, -2.11)  0.0164
Cl (-0.18, 2.36, 5.75)  0.0000
C (5.87, -2.15, -4.14)  0.0200
H (5.20, 0.27, -5.35)  -0.0030
H (-0.35, -1.97, 0.22)  -0.0001
N (-3.26, -4.41, -1.32)  0.0000
H (5.98, -2.54, -5.18)  -0.0023
H (6.45, -2.83, -3.45)  -0.0004
Cl (-3.95, -4.26, 2.32)  0.0000
H (-5.12, -0.07, -0.92)  0.0000
H (6.33, -1.14, -4.00)  -0.0012
H (4.43, -2.60, -1.47)  0.0019
Cl (-1.05, 5.29, 3.11)  0.0000
H (4.17, 1.72, -5.25)  -0.0018
C (-7.13, 1.50, 3.78)  0.0000
C (-2.90, 0.24, -0.99)  0.0000
H (-0.75, 6.84, 1.37)  0.0000
H (-3.20, 1.28, -0.67)  0.0000
O (3.63, -1.72, -5.72)  0.5778
H (1.11, 0.04, -4.80)  -0.0030
H (-0.50, -0.32, -2.23)  0.0000
C (3.22, -0.75, -1.65)  -0.0012
H (-1.95, -2.36, -0.48)  0.0002
H (1.22, -1.72, -3.24)  -0.0291
Cl (1.93, 2.16, 3.76)  0.0000
C (3.27, -0.01, -4.21)  0.0331
H (2.94, 0.59, 0.16)  0.0002
H (3.19, -2.85, 1.75)  0.0000
H (1.73, 0.54, -2.72)  0.0019
H (-1.18, -1.88, -2.78)  0.0001
H (-4.17, -1.13, 0.17)  0.0000
H (4.87, -1.72, 3.66)  0.0000
C (-4.73, -5.00, 0.21)  0.0000
H (4.77, -4.35, -3.22)  -0.0001
C (-4.24, -3.50, -1.22)  0.0000
H (2.28, -2.43, -0.47)  0.0002
Cl (-0.28, 8.09, 3.30)  0.0000
C (1.97, -1.55, -1.09)  -0.0131
H (5.38, -1.15, -1.89)  -0.0005
H (0.83, -3.10, -2.16)  -0.0002
C (-4.18, -0.66, -0.85)  0.0000
O (-5.20, -3.80, -0.28)  0.0000
N (3.40, -1.46, -4.48)  0.3164
H (1.46, -0.84, -0.37)  -0.0001
Cl (-2.88, 7.37, 2.22)  0.0000
Cl (-2.01, 8.30, 7.61)  0.0000
H (-2.60, 0.31, -2.07)  0.0000
C (-1.12, -1.62, -0.53)  0.0004
C (1.56, 2.45, 5.47)  0.0000
H (3.03, -3.76, -2.93)  -0.0009
Cl (2.42, 1.30, 6.49)  0.0000
C (-1.70, -0.20, -0.06)  0.0001
C (2.08, 0.50, -5.14)  0.0118
H (-2.42, 7.79, 5.35)  0.0000
S (4.62, -1.03, 0.86)  -0.0001
C (3.36, -1.76, 1.98)  0.0000
H (3.66, -4.04, -4.61)  -0.0005
H (-1.95, -0.21, 1.03)  0.0000
H (-5.18, 5.03, -0.58)  0.0000
C (3.76, -1.67, 3.51)  0.0000
Cl (-6.38, 2.44, 5.08)  0.0000
H (-3.79, -2.90, 4.24)  0.0000
H (-6.84, 1.94, 2.83)  0.0000
H (-0.86, 0.53, -0.22)  0.0000
H (2.37, -1.25, 1.80)  0.0000
H (5.10, 1.26, -3.78)  0.0002
Cl (-6.56, -0.17, 3.82)  0.0000
C (-0.54, -1.42, -1.98)  0.0039
Cl (-2.16, 5.68, 6.35)  0.0000
S (-4.31, -1.96, -2.18)  0.0000
H (3.36, 1.30, -2.44)  -0.0028
N (-3.59, -5.37, -0.40)  0.0000
H (2.29, 0.36, -6.22)  -0.0005
H (3.32, -0.74, 3.92)  0.0000
C (2.84, 0.34, -2.73)  0.0097
C (4.54, 0.85, -4.65)  0.0298
C (-4.69, 4.11, -0.29)  0.0000
H (3.30, -2.54, 4.05)  0.0000
Cl (-5.06, 2.88, -1.50)  0.0000
H (1.99, 1.60, -4.91)  0.0000
Cl (-5.93, -3.85, 4.41)  0.0000
C (-4.20, -3.88, 4.04)  0.0000
Cl (-3.36, -5.05, 5.06)  0.0000
Cl (-4.50, 7.42, 6.38)  0.0000
H (1.90, 3.45, 5.72)  0.0000
H (-5.16, -5.63, 1.00)  0.0000
C (-2.73, 7.35, 6.30)  0.0000
Cl (-8.89, 1.56, 3.90)  0.0000
C (-1.18, 6.89, 2.37)  0.0000
Cl (-5.30, 3.62, 1.30)  0.0000
Cl (-2.95, 4.41, -0.21)  0.0000
C (3.94, -3.69, -3.58)  0.0100
C (3.77, 0.07, -0.38)  -0.0006
H (4.56, 0.77, -0.76)  0.0001
C (0.92, -1.98, -2.20)  0.0260
C (4.39, -2.15, -3.61)  0.0011


# 2
The following is a DFT calculation (wB97M-V/def2-TZVPD) of a structure of composition C27H44ClF2N7O5Si2 at a distorted geometry.

- gap between HOMO and LUMO (eV) = 9.4
- net charge = 0

Last column: Löwdin charge in e.
Cartesian coordinates (Å):
H (-9.59, 0.06, -3.55)  0.1064
C (-2.67, -0.92, -2.53)  0.0039
N (-0.56, 0.19, 2.69)  0.0306
H (-7.72, 3.13, 2.76)  0.1006
H (-3.54, -1.44, -2.11)  0.0775
H (3.90, -1.29, 0.53)  0.0820
H (-3.05, 0.99, -0.76)  0.1109
H (4.92, 4.46, -0.01)  0.0727
H (5.51, 4.01, 1.60)  0.0747
C (-8.41, -0.83, -1.99)  -0.0701
H (-0.24, 1.68, -0.36)  0.0990
H (9.18, -1.84, -1.37)  0.0720
H (2.97, -1.71, -0.92)  0.0683
C (7.10, -1.36, -0.98)  -0.2459
C (3.18, -1.41, 3.37)  -0.5556
O (3.69, -2.38, 3.76)  0.2045
H (1.42, 0.89, -2.45)  0.0803
H (-2.44, -1.39, -3.50)  0.0976
H (7.32, -0.33, -1.29)  0.1141
F (3.90, -0.44, 2.76)  0.1020
H (-0.13, -1.78, 0.32)  0.0046
C (3.57, -0.92, -0.44)  -0.1920
O (-0.83, -2.13, -1.62)  0.0984
H (-2.85, 2.82, 2.70)  0.0950
H (4.14, 2.09, -1.18)  0.0613
C (-5.90, 3.03, 1.62)  -0.1536
Si (2.39, 0.54, -0.25)  0.4715
H (3.11, 3.34, 1.35)  0.1040
C (-7.47, 0.32, -3.85)  -0.0691
C (-6.64, 3.06, 2.80)  -0.0729
H (0.98, -0.68, -1.80)  0.0685
H (-6.40, 3.07, 0.66)  0.1027
H (4.17, -4.67, -1.78)  0.0888
C (5.14, 3.61, 0.65)  -0.1116
N (-6.04, -0.62, -2.18)  0.0534
C (-8.59, -0.13, -3.17)  -0.0766
C (-1.51, -1.14, -1.60)  -0.4772
H (-6.94, -1.60, -0.61)  0.1039
H (-0.76, 1.47, -2.02)  0.1261
H (4.47, -0.19, -2.28)  0.1226
C (-0.32, 0.93, -1.16)  -0.2216
C (3.90, 2.74, 0.86)  -0.3305
C (-6.22, 0.05, -3.31)  -0.1510
H (-0.71, 1.13, 2.35)  0.0289
Si (0.85, -0.54, 2.04)  0.2113
H (7.07, -1.38, 0.12)  0.1229
N (1.85, -1.03, 3.46)  0.0831
N (0.45, -1.92, 1.15)  0.0486
N (-4.58, 2.94, 1.58)  0.0571
N (-1.22, -0.11, -0.63)  -0.1250
H (-2.07, 1.23, 0.69)  0.0863
C (-2.43, 0.47, -0.01)  -0.2411
H (-4.00, 2.85, 4.89)  0.1037
H (5.03, -3.75, -3.08)  0.0888
O (0.57, -2.86, 4.15)  0.2214
O (5.65, -3.47, -0.08)  0.1113
C (4.80, -0.58, -1.30)  -0.2055
C (-5.96, 2.99, 4.00)  -0.0779
H (-6.50, 3.01, 4.94)  0.1059
H (-5.32, 0.39, -3.82)  0.1000
H (-2.66, -1.47, 0.94)  0.0811
H (-3.62, -0.18, 1.70)  0.0687
H (8.03, -2.52, -2.56)  0.0795
C (-7.12, -1.05, -1.54)  -0.1494
O (1.73, 0.61, 1.27)  -0.2011
C (1.06, 0.38, -1.54)  -0.2140
C (1.17, -1.90, 4.37)  -0.5509
C (-3.27, -0.58, 0.73)  -0.0664
H (-4.15, -0.89, 0.15)  0.0577
Cl (2.20, 3.40, -1.19)  0.5941
H (-2.95, 0.13, -2.65)  0.0720
H (8.19, -3.24, -0.94)  0.0719
F (1.30, -1.42, 5.62)  0.1374
C (3.33, 2.18, -0.45)  -0.6835
C (4.46, -3.68, -2.15)  0.0127
H (5.96, 3.02, 0.21)  0.0712
H (3.57, -3.09, -2.38)  0.0763
H (1.12, -2.67, 1.01)  0.0627
N (5.77, -1.68, -1.53)  -0.0925
H (-7.56, 0.88, -4.77)  0.1025
H (5.35, 0.22, -0.80)  0.0994
C (8.19, -2.29, -1.50)  -0.0844
C (-3.94, 2.88, 2.75)  -0.1624
H (-1.39, -0.35, 2.47)  0.0205
C (5.32, -2.97, -1.12)  -0.5199
H (-9.26, -1.21, -1.42)  0.1022
H (4.13, 1.92, 1.55)  0.0927
C (-4.58, 2.90, 3.98)  -0.0682


no.,HOMO energy (eV)
1,-8.45
2,-8.93